This record from OMol25 describes a structure of composition C37H46ClNO2PtSi2Te2. The level of theory is wB97M-V/def2-TZVPD.

Structure (XYZ):
```
92
Properties=species:S:1:pos:R:3:lowdin_charge:R:1
Pt -1.5994 0.3270 -1.7615 0.810
C -2.3084 -6.6005 -1.3538 -0.047
C -2.2781 -5.1118 -1.1287 -0.252
C -3.2273 -4.4709 -0.3397 0.040
C -3.2040 -3.1076 -0.0994 -0.060
C -4.3696 -2.5569 0.6699 -0.289
O -5.4559 -3.0838 0.5345 0.102
C -4.2261 -1.4126 1.6173 -0.155
C -3.0622 -1.2101 2.3475 -0.046
C -3.0086 -0.2021 3.2986 -0.102
C -4.1061 0.6227 3.4992 -0.088
C -5.2651 0.4341 2.7563 -0.076
C -5.3304 -0.5919 1.8289 -0.018
C -2.2052 -2.2984 -0.6908 -0.282
O -2.1811 -1.0214 -0.4240 -0.268
C -1.2625 -2.9271 -1.5456 -0.069
C -1.3164 -4.3199 -1.7195 0.030
C -0.2246 -2.1866 -2.2538 -0.166
N -0.2066 -0.9054 -2.4429 -0.077
C 0.9622 -0.2653 -3.1181 -0.313
C 2.1214 -0.0764 -2.1521 -0.498
Te 3.7697 0.9838 -3.0269 1.271
C 3.1724 2.8714 -2.2951 -0.569
C 2.1663 3.5901 -2.9294 -0.150
C 1.7442 4.8062 -2.4088 -0.085
C 2.3425 5.3215 -1.2690 -0.093
C 3.3625 4.6170 -0.6438 -0.095
C 3.7749 3.3932 -1.1530 -0.154
C 0.9101 -3.0060 -2.7894 -0.226
C 0.9644 -3.3447 -4.1360 -0.035
C 2.0016 -4.1346 -4.6094 -0.062
C 2.9843 -4.5872 -3.7401 -0.074
C 2.9238 -4.2582 -2.3931 -0.061
C 1.8835 -3.4753 -1.9153 -0.037
H -3.1453 -7.0559 -0.8263 0.075
H -1.3918 -7.0740 -0.9979 0.080
H -2.4122 -6.8394 -2.4135 0.081
H -4.0385 -5.0385 0.1011 0.129
H -2.1971 -1.8372 2.1693 0.117
H -2.1026 -0.0508 3.8700 0.088
H -4.0578 1.4163 4.2342 0.103
H -6.1200 1.0800 2.9103 0.103
H -6.2328 -0.7743 1.2605 0.119
H -0.5808 -4.7934 -2.3569 0.125
H 0.6242 0.6894 -3.4989 0.006
H 1.2647 -0.8751 -3.9660 0.100
H 2.5091 -1.0336 -1.8094 0.025
H 1.8228 0.4954 -1.2746 0.008
H 1.7000 3.2025 -3.8232 0.085
H 0.9453 5.3474 -2.8993 0.108
H 2.0171 6.2739 -0.8697 0.103
H 3.8377 5.0180 0.2429 0.103
H 4.5637 2.8409 -0.6608 0.080
H 0.1933 -2.9923 -4.8109 0.132
H 2.0409 -4.3965 -5.6584 0.108
H 3.7944 -5.2005 -4.1117 0.105
H 3.6842 -4.6151 -1.7111 0.108
H 1.8208 -3.2274 -0.8622 0.132
Cl -1.4027 2.0283 -3.2948 -0.037
C 4.3480 0.9625 2.1666 -0.180
Si 3.0724 0.6982 3.5066 0.370
C 3.7518 1.2728 5.1571 -0.186
C 2.6450 -1.1244 3.6166 -0.200
C 1.5447 1.7139 3.0964 -0.589
Te 0.3298 0.8160 1.5669 1.210
C 0.0432 2.5951 0.3867 -0.586
Si -1.6955 3.2858 0.5448 0.380
C -2.0486 3.7097 2.3310 -0.178
C -2.9205 1.9769 -0.0533 -0.203
C -1.8629 4.8129 -0.5233 -0.176
H 5.2281 0.3367 2.3307 0.034
H 4.6786 2.0030 2.1469 0.030
H 3.9449 0.7192 1.1808 0.018
H 4.7367 0.8413 5.3492 0.030
H 3.0939 0.9812 5.9786 0.029
H 3.8551 2.3600 5.1829 0.030
H 3.5484 -1.7196 3.7674 0.032
H 2.1678 -1.4699 2.6962 -0.003
H 1.9673 -1.3321 4.4479 0.033
H 1.8451 2.6868 2.7008 0.006
H 0.9266 1.8955 3.9762 0.002
H 0.2396 2.3249 -0.6533 -0.038
H 0.8250 3.2978 0.6820 0.005
H -1.8829 2.8460 2.9775 0.005
H -3.0815 4.0395 2.4635 0.034
H -1.3930 4.5183 2.6637 0.035
H -2.7998 1.0356 0.4865 0.000
H -2.8354 1.8536 -1.1617 -0.057
H -3.9621 2.2775 0.0752 0.057
H -1.1377 5.5769 -0.2337 0.028
H -2.8621 5.2468 -0.4363 0.033
H -1.6925 4.5608 -1.5722 0.005
```

Its electronic energy is -3337.3495 Ha. As for the largest force on an atom: 0.0109 hartree/bohr. The calculation puts the LUMO energy at -0.38 eV. The frontier orbital gap is 7.20 eV. The calculation puts the molecular weight at 1078.683 Da. As for the energy above the lowest of the compared OMol25 structures with the same formula, charge and spin: 0.0000 eV.